{"formula": "C5H7NO", "method": "the ωB97M-V functional and the def2-TZVPD basis", "symbols": ["O", "C", "C", "C", "C", "C", "N", "H", "H", "H", "H", "H", "H", "H"], "coordinates": [[-0.432, -0.457, -1.368], [0.404, -0.584, -0.198], [-0.540, -1.558, 0.452], [-1.317, -0.336, -0.202], [-0.443, 0.738, 0.420], [0.889, 1.362, -0.074], [1.645, 0.074, -0.243], [-0.419, -1.603, 1.534], [-0.724, -2.529, -0.024], [-2.402, -0.335, -0.321], [-0.795, 1.148, 1.377], [1.312, 1.848, 0.809], [0.918, 2.018, -0.939], [2.146, -0.008, -1.125]], "nbo_charge": [-0.530, 0.445, -0.410, 0.092, -0.353, -0.200, -0.624, 0.210, 0.206, 0.190, 0.204, 0.207, 0.194, 0.370], "homo_ev": -8.39, "homo_lumo_gap_ev": 9.5, "e_lumo_ev": 1.12, "molar_mass_g_mol": 97.12}


{"formula": "C5H7NO", "method": "the ωB97M-V functional and the def2-TZVPD basis", "symbols": ["C", "C", "C", "C", "N", "C", "O", "H", "H", "H", "H", "H", "H", "H"], "coordinates": [[2.467, -0.055, -0.015], [0.984, 0.302, 0.005], [0.000, -0.646, -0.133], [-1.254, -0.017, 0.075], [-2.605, -0.435, 0.031], [-1.149, 1.303, 0.339], [0.490, 1.521, 0.226], [3.119, 0.747, -0.371], [2.624, -0.936, -0.657], [2.815, -0.343, 0.985], [0.174, -1.693, -0.314], [-2.942, -0.902, 0.857], [-2.913, -0.850, -0.832], [-1.812, 2.004, -0.197]], "nbo_charge": [-0.664, 0.400, -0.407, 0.102, -0.860, 0.004, -0.475, 0.231, 0.229, 0.231, 0.221, 0.384, 0.378, 0.224], "homo_ev": -8.42, "smiles": "Cc1cc(N)co1", "homo_lumo_gap_ev": 9.4, "e_lumo_ev": 1.02, "molar_mass_g_mol": 97.12}


{"formula": "C5H7NO", "method": "the ωB97M-V functional and the def2-TZVPD basis", "symbols": ["C", "C", "C", "C", "N", "C", "O", "H", "H", "H", "H", "H", "H", "H"], "coordinates": [[1.852, 1.064, 0.924], [0.680, 0.373, 0.301], [0.770, -0.585, -0.626], [-0.396, -1.249, -1.234], [-1.600, -0.958, -0.931], [-2.863, 0.855, 1.120], [-3.938, 0.525, 0.956], [1.811, 2.143, 0.729], [2.805, 0.682, 0.545], [1.840, 0.942, 2.013], [-0.314, 0.680, 0.629], [1.748, -0.915, -0.974], [-0.151, -2.021, -1.978], [-2.244, -1.536, -1.472]], "nbo_charge": [-0.649, -0.088, -0.311, 0.111, -0.633, 0.513, -0.513, 0.224, 0.211, 0.224, 0.221, 0.199, 0.152, 0.339], "homo_ev": -9.36, "homo_lumo_gap_ev": 10.0, "e_lumo_ev": 0.68, "molar_mass_g_mol": 97.12}


{"formula": "C5H7NO", "method": "the ωB97M-V functional and the def2-TZVPD basis", "symbols": ["C", "C", "C", "O", "C", "N", "C", "H", "H", "H", "H", "H", "H", "H"], "coordinates": [[-2.167, 0.256, 0.212], [-0.736, -0.129, 0.006], [-0.255, -1.370, -0.236], [1.105, -1.360, -0.397], [1.478, -0.072, -0.313], [2.856, 0.118, -0.181], [0.402, 0.740, -0.040], [-2.338, 0.703, 1.198], [-2.817, -0.618, 0.123], [-2.482, 0.987, -0.540], [-0.730, -2.327, -0.361], [2.094, 0.201, 0.831], [3.109, 1.103, -0.283], [0.429, 1.822, -0.009]], "nbo_charge": [-0.628, -0.071, 0.043, -0.404, 0.341, -0.769, -0.417, 0.218, 0.220, 0.218, 0.204, 0.453, 0.362, 0.229], "homo_ev": -7.83, "homo_lumo_gap_ev": 8.6, "e_lumo_ev": 0.79, "molar_mass_g_mol": 97.12}


{"formula": "C5H7NO", "method": "the ωB97M-V functional and the def2-TZVPD basis", "symbols": ["C", "C", "C", "O", "C", "N", "C", "H", "H", "H", "H", "H", "H", "H"], "coordinates": [[-1.525, -0.329, 0.284], [-0.592, 0.486, -0.585], [0.512, 1.299, 0.056], [1.740, 0.576, 0.242], [1.661, -0.752, 0.456], [0.706, -1.549, 0.208], [-0.428, -1.004, -0.477], [-1.410, -0.252, 1.366], [-2.547, -0.467, -0.065], [-0.996, 0.892, -1.509], [0.224, 1.682, 1.044], [0.781, 2.150, -0.574], [2.589, -1.125, 0.886], [-0.715, -1.607, -1.334]], "nbo_charge": [-0.411, -0.298, -0.072, -0.501, 0.407, -0.485, -0.074, 0.218, 0.221, 0.225, 0.181, 0.203, 0.170, 0.215], "homo_ev": -9.37, "smiles": "C1=N[C@H]2C[C@H]2CO1", "homo_lumo_gap_ev": 10.4, "e_lumo_ev": 1.01, "molar_mass_g_mol": 97.12}


{"formula": "C5H7NO", "method": "the ωB97M-V functional and the def2-TZVPD basis", "symbols": ["C", "C", "C", "C", "N", "C", "O", "H", "H", "H", "H", "H", "H", "H"], "coordinates": [[-0.122, -2.012, 1.107], [0.025, -0.724, 0.344], [-0.932, 0.021, -0.271], [-0.271, 1.258, -0.722], [-0.477, 2.468, -1.062], [1.186, 0.971, -0.535], [1.272, -0.187, 0.312], [0.614, -2.770, 0.811], [-1.121, -2.436, 0.965], [0.019, -1.834, 2.180], [-1.990, -0.208, -0.235], [-1.421, 2.768, -1.270], [1.546, 1.920, -0.134], [1.704, 0.755, -1.474]], "nbo_charge": [-0.669, 0.416, -0.431, 0.267, -0.674, -0.141, -0.478, 0.238, 0.230, 0.238, 0.232, 0.342, 0.227, 0.203], "homo_ev": -8.77, "smiles": "[H]/N=C1\\C=C(C)OC1", "homo_lumo_gap_ev": 9.7, "e_lumo_ev": 0.94, "molar_mass_g_mol": 97.12}


{"formula": "C5H7NO", "method": "the ωB97M-V functional and the def2-TZVPD basis", "symbols": ["C", "C", "C", "C", "O", "C", "N", "H", "H", "H", "H", "H", "H", "H"], "coordinates": [[-1.878, 0.013, -0.320], [-0.650, -0.520, 0.432], [0.681, 0.007, -0.101], [1.964, -0.297, 0.548], [1.590, -0.927, -0.666], [0.681, 1.291, -0.807], [0.772, 2.321, -1.326], [-1.650, 0.960, -0.824], [-2.705, 0.213, 0.368], [-2.234, -0.683, -1.085], [-0.717, -0.266, 1.496], [-0.594, -1.614, 0.380], [2.775, 0.426, 0.466], [1.964, -0.923, 1.438]], "nbo_charge": [-0.618, -0.419, 0.106, -0.078, -0.450, 0.255, -0.297, 0.222, 0.219, 0.217, 0.218, 0.236, 0.199, 0.191], "homo_ev": -11.15, "smiles": "CC[C@@]1(C#N)CO1", "homo_lumo_gap_ev": 12.0, "e_lumo_ev": 0.86, "molar_mass_g_mol": 97.12}


{"formula": "C5H7NO", "method": "the ωB97M-V functional and the def2-TZVPD basis", "symbols": ["C", "C", "C", "N", "C", "C", "O", "H", "H", "H", "H", "H", "H", "H"], "coordinates": [[-1.362, -1.104, 0.078], [-0.374, -0.187, 0.777], [0.239, 0.841, 0.057], [-0.483, 1.877, -0.454], [1.611, 0.462, -0.190], [1.631, -0.801, 0.356], [0.694, -1.015, 1.263], [-2.301, -0.575, -0.040], [-1.075, -1.445, -0.951], [-1.531, -2.005, 0.673], [-0.069, 2.699, -0.855], [-1.400, 1.984, -0.054], [2.445, 1.014, -0.623], [1.974, -1.745, -0.037]], "nbo_charge": [-0.643, 0.022, 0.190, -0.789, -0.403, 0.208, -0.448, 0.211, 0.189, 0.227, 0.395, 0.398, 0.238, 0.205], "homo_ev": [-7.11, -7.11], "smiles": "Cc1occc1N", "homo_lumo_gap_ev": [7.9, 7.9], "e_lumo_ev": [0.78, 0.78], "molar_mass_g_mol": 97.12}


{"formula": "C5H7NO", "method": "the ωB97M-V functional and the def2-TZVPD basis", "symbols": ["C", "N", "C", "C", "C", "C", "O", "H", "H", "H", "H", "H", "H", "H"], "coordinates": [[1.386, -0.543, 1.099], [0.391, 0.007, 0.196], [0.637, 0.601, -1.012], [-0.602, 0.870, -1.566], [-1.714, 0.373, -0.702], [-0.946, -0.109, 0.375], [-1.326, -0.571, 1.592], [1.198, -1.612, 1.228], [1.321, -0.049, 2.072], [2.377, -0.392, 0.665], [1.643, 0.702, -1.389], [-0.808, 1.458, -2.449], [-1.269, -0.251, -1.751], [-2.288, -0.483, 1.641]], "nbo_charge": [-0.407, -0.315, -0.099, -0.376, -0.522, 0.426, -0.681, 0.219, 0.223, 0.214, 0.215, 0.244, 0.353, 0.506], "homo_ev": -7.87, "homo_lumo_gap_ev": 8.6, "e_lumo_ev": 0.77, "molar_mass_g_mol": 97.12}


{"formula": "C5H7NO", "method": "the ωB97M-V functional and the def2-TZVPD basis", "symbols": ["N", "C", "O", "C", "C", "C", "C", "H", "H", "H", "H", "H", "H", "H"], "coordinates": [[1.647, -1.889, 0.489], [0.829, -1.006, 0.502], [1.115, 0.547, -0.886], [0.231, 1.540, -0.421], [-0.890, 0.731, 0.228], [-0.997, -0.571, -0.467], [-0.368, -0.451, 0.979], [2.140, -2.319, -0.276], [-0.169, 2.091, -1.284], [0.686, 2.254, 0.276], [-1.749, 1.227, 0.670], [0.257, -0.177, -1.199], [-1.932, -1.121, -0.499], [-0.799, -0.854, 1.887]], "nbo_charge": [-0.651, 0.667, -0.733, -0.076, -0.248, -0.501, -0.404, 0.426, 0.178, 0.181, 0.235, 0.442, 0.222, 0.264], "homo_ev": -8.46, "homo_lumo_gap_ev": 9.4, "e_lumo_ev": 0.89, "molar_mass_g_mol": 97.12}


DFT total energy values, unit eV, following the record order: -8830.110; -8833.854; -8834.731; -8832.777; -8834.602; -8834.910; -8834.299; -8832.736; -8832.356; -8830.876.
Energy above the lowest of the compared OMol25 structures with the same formula, charge and spin values, unit kcal/mol, following the record order: 140.5; 54.2; 33.9; 79.0; 36.9; 29.8; 43.9; 79.9; 88.7; 122.8.